The ion C3H7N2O with charge +1 at a distorted geometry, computed with wB97M-V/def2-TZVPD.

Geometry (Å):
N: -2.10765 -0.68945 0.72205
C: -1.14690 -0.26728 -0.02755
N: 0.06093 0.11329 0.32066
C: 1.24211 0.29421 -0.56108
C: 2.31546 0.91207 0.36517
O: 2.07483 0.94971 1.51654
H: -3.10366 -1.00172 0.42623
H: -2.05213 -0.50460 1.69800
H: -1.30449 -0.29125 -1.09018
H: 0.45196 0.27892 1.38096
H: 1.71738 -0.63581 -0.55983
H: 1.08251 0.80312 -1.52962
H: 3.21908 1.22622 -0.19893

Forces on atoms 1 to 3 (eV/Å):
N -3.255 -0.546 0.695
C 1.865 0.079 -1.738
N 0.562 0.599 2.402

Output
Charge: +1
SMILES: N/C=[NH+]/CC=O
LUMO energy: -3.45 eV
Spin multiplicity: 1
HOMO level: -14.7478 eV
Energy relative to the best compared isomer or geometry (same formula, charge and spin): 1.567 eV

A structure of composition C3H7N2O at a distorted geometry, computed with wB97M-V/def2-TZVPD.

Geometry (Å):
C: 0.32496 0.30034 0.57904
C: -0.84470 -0.63716 0.17110
C: -0.90862 -0.58083 -1.30210
N: 1.18522 0.36624 -0.45890
N: 0.66104 0.93448 1.69165
O: 0.84117 -0.23188 -1.55553
H: -0.69260 -1.66720 0.35166
H: -1.91397 -0.33410 0.46624
H: -0.94161 -1.55103 -1.82598
H: -1.37630 0.18820 -1.83401
H: 2.13387 0.56695 -0.41274
H: -0.01701 1.19621 2.38606
H: 1.54857 1.44977 1.74351

Forces on atoms 1 to 3 (eV/Å):
C 1.704 -0.285 -2.007
C -2.157 2.375 0.091
C 4.754 -1.017 -1.287

Output
Charge: +1
LUMO energy: -3.89 eV
Spin multiplicity: 1
HOMO level: -13.6831 eV
Energy relative to the best compared isomer or geometry (same formula, charge and spin): 3.668 eV

A cluster of 2 separate species, C3H7N2O in total at a distorted geometry, computed with wB97M-V/def2-TZVPD.

Geometry (Å):
C: -1.12170 0.54473 -1.40436
C: -0.13719 1.49984 -0.93612
N: 0.35944 1.08453 0.27729
C: -0.50382 0.19043 0.76659
N: -1.37281 -0.13273 -0.22716
H: -1.76035 0.43282 -2.29036
H: 0.31066 2.40226 -1.38079
H: 1.35203 1.25836 0.63717
H: -0.22557 -0.45824 1.61605
H: -2.19501 -0.62458 -0.06600
H: 1.66518 -2.35843 1.77805
H: 1.97367 -2.14314 0.20229
O: 1.65547 -1.69587 1.02735

Forces on atoms 1 to 3 (eV/Å):
C 1.615 3.316 2.638
C 0.030 -1.095 -2.897
N -0.348 0.164 0.261

Output
Charge: +1
LUMO energy: -3.53 eV
Spin multiplicity: 1
HOMO level: -14.2011 eV
Energy relative to the best compared isomer or geometry (same formula, charge and spin): 1.117 eV

A cluster of 2 separate species, C3H7N2O in total at a distorted geometry, computed with wB97M-V/def2-TZVPD.

Geometry (Å):
C: 0.32155 -1.37784 -0.06510
C: -0.67288 -0.29998 0.53408
C: 1.35448 0.76186 -0.14254
N: 1.51164 -0.59655 -0.45981
N: -0.17729 0.90846 -0.08223
O: 2.07632 0.09819 0.70572
H: 0.78453 -2.12181 0.74097
H: -0.18244 -1.75936 -0.97782
H: -1.75501 -0.62174 0.21763
H: -0.44264 -0.40001 1.65380
H: 1.86662 2.27958 -0.81495
H: -0.50270 0.94538 -1.05010
H: -0.43004 1.88614 0.25851

Forces on atoms 1 to 3 (eV/Å):
C 0.623 0.193 1.427
C -0.877 -3.725 1.943
C -2.182 -4.519 -1.048

Output
Charge: +1
LUMO energy (spin up / spin down): -3.90 / -8.19 eV
Spin multiplicity: 3
HOMO level (spin up / spin down): -12.0785 / -15.5732 eV
Energy relative to the best compared isomer or geometry (same formula, charge and spin): 5.809 eV

A cluster of 2 separate species, C3H7N2O2 in total at a distorted geometry, computed with wB97M-V/def2-TZVPD.

Geometry (Å):
C: -0.66774 0.06564 1.63215
C: -0.89106 0.26879 -2.08376
C: 0.58171 -0.09564 0.84969
N: 0.98053 -1.30571 0.80447
N: 0.22809 0.44582 -1.46248
O: 1.22968 1.01237 -2.01839
O: 2.06303 -1.59285 -0.09611
H: -1.44752 0.05444 0.90835
H: -0.66125 1.04452 2.23265
H: -0.66836 -0.71418 2.40663
H: -1.76832 0.01918 -1.48112
H: -1.11145 0.55321 -3.19801
H: 1.93744 -0.88392 -0.68129
H: 1.19124 0.83553 0.42895

Forces on atoms 1 to 3 (eV/Å):
C 1.067 1.770 1.979
C -0.856 0.618 -1.632
C 2.621 1.236 -0.432

Output
Charge: -1
LUMO energy: 4.24 eV
Spin multiplicity: 1
HOMO level: -2.8707 eV
Energy relative to the best compared isomer or geometry (same formula, charge and spin): 5.889 eV

A cluster of 2 separate species, C3H7N2O2 in total at a distorted geometry, computed with wB97M-V/def2-TZVPD.

Geometry (Å):
C: 1.29239 0.37451 -0.02630
C: -1.50940 -0.00490 -0.57842
C: 1.28010 -0.73446 0.92865
N: -1.51903 -1.11100 -1.06582
N: -2.31440 0.90536 -0.13452
O: 2.52828 0.84643 -0.24129
O: 0.28337 0.79595 -0.59634
H: 1.62792 -0.52116 1.94659
H: 1.89876 -1.54805 0.51279
H: 0.19333 -1.21940 0.99722
H: -0.89218 -1.95736 -0.85035
H: 2.55119 1.62981 -0.84568
H: -3.29577 0.55816 -0.07412
H: -2.12457 1.98612 0.02759

Forces on atoms 1 to 3 (eV/Å):
C 0.700 0.682 -0.170
C -0.413 -1.991 -0.883
C -2.259 -2.696 0.491

Output
Charge: +1
LUMO energy: -4.07 eV
Spin multiplicity: 1
HOMO level: -15.5108 eV
Energy relative to the best compared isomer or geometry (same formula, charge and spin): 1.307 eV

A cluster of 2 separate species, C3H7N2O2 in total at a distorted geometry, computed with wB97M-V/def2-TZVPD.

Geometry (Å):
C: 1.47678 1.03137 -0.11353
C: -0.86547 -1.36488 -0.32157
C: -1.02086 -0.28775 0.45090
N: 2.21353 0.14575 0.13784
N: -1.42061 1.02497 -0.01082
O: 0.83967 2.04611 -0.29223
O: 2.31459 -1.23018 -0.05827
H: -0.51013 -2.33795 0.04740
H: -1.12398 -1.63351 -1.28735
H: -0.89257 -0.20943 1.51574
H: -1.46321 1.01072 -1.08032
H: -0.67464 1.70364 -0.00634
H: -2.02891 1.49647 0.68790
H: 3.15582 -1.39533 0.33066

Forces on atoms 1 to 3 (eV/Å):
C -0.907 1.598 -0.606
C 0.332 -0.499 2.488
C 0.304 -0.859 -0.274

Output
Charge: +1
LUMO energy: -3.57 eV
Spin multiplicity: 1
HOMO level: -14.5775 eV
Energy relative to the best compared isomer or geometry (same formula, charge and spin): 4.215 eV

The ion C3H7N2O2 with charge +1 at a distorted geometry, computed with wB97M-V/def2-TZVPD.

Geometry (Å):
N: -0.42603 1.03282 0.72882
C: -0.98136 0.43382 -0.47270
C: -0.61253 -1.09798 -0.56990
O: 0.19885 -1.44771 0.54355
C: 1.13738 -0.63575 0.68849
N: 1.91672 -0.07434 -0.14912
O: 2.27682 1.00520 -0.41028
H: 0.05035 1.91463 0.49256
H: -1.19592 1.10643 1.41808
H: -0.54863 0.92036 -1.38063
H: -2.05050 0.56415 -0.56890
H: -1.44819 -1.73018 -0.49901
H: 0.01792 -1.07616 -1.42951
H: 1.66511 -0.91529 1.60855

Forces on atoms 1 to 3 (eV/Å):
N -0.306 0.140 -0.201
C 0.273 0.196 -0.984
C -0.065 1.990 0.308

Output
Charge: +1
SMILES: NCCOC=[N+]=O
LUMO energy: -6.74 eV
Spin multiplicity: 1
HOMO level: -14.9303 eV
Energy relative to the best compared isomer or geometry (same formula, charge and spin): 5.333 eV

A cluster of 2 separate species, C3H7N2O2 in total at a distorted geometry, computed with wB97M-V/def2-TZVPD.

Geometry (Å):
C: -2.94284 -0.89253 0.07502
C: -1.90480 -0.06756 -0.16850
C: 2.17217 1.30852 0.13867
N: 0.92910 -0.53431 -0.11872
N: 2.06470 -0.11464 -0.10954
O: 3.03178 -0.78092 -0.23473
O: -0.93810 0.52106 -0.26961
H: -3.40832 -1.19480 -0.91429
H: -3.43928 0.04685 0.12197
H: -3.00434 -1.50272 1.18333
H: 1.18671 1.61131 -0.26665
H: 3.17147 1.66970 -0.39160
H: 2.13949 1.49301 1.21900
H: 0.94226 -1.56296 -0.26437

Forces on atoms 1 to 3 (eV/Å):
C -2.248 -2.300 1.402
C 6.349 0.811 -0.316
C 0.933 1.519 -1.174

Output
Charge: +1
LUMO energy: -5.64 eV
Spin multiplicity: 1
HOMO level: -13.5699 eV
Energy relative to the best compared isomer or geometry (same formula, charge and spin): 6.800 eV

An isolated molecule of C3H7N2O2P at a distorted geometry, computed with wB97M-V/def2-TZVPD.

Geometry (Å):
C: 0.86409 -0.81626 0.12616
C: -1.64292 1.61515 -0.27903
C: -0.59528 0.95478 0.20752
N: 1.07868 -2.03702 -0.33034
N: -0.32391 -0.27753 -0.27373
O: 1.54408 -0.22012 1.01449
O: 3.84028 -0.67663 -0.25056
P: 3.01923 0.51944 0.01480
H: -2.28426 1.25266 -1.00637
H: 3.60983 1.06481 1.23562
H: -1.85972 2.62574 0.06639
H: 0.02403 1.28476 0.97597
H: 0.44431 -2.11514 -1.13487
H: 2.07658 -2.36371 -0.31077
H: -1.01843 -0.65858 -0.90643

Forces on atoms 1 to 3 (eV/Å):
C -1.922 -0.389 1.325
C 1.159 1.771 1.854
C -2.858 1.649 -1.114

Output
LUMO energy: 0.29 eV
Spin multiplicity: 1
HOMO level: -7.7620 eV
Energy relative to the best compared isomer or geometry (same formula, charge and spin): 1.395 eV

The ion C3H7N2O4 with charge +1 at a distorted geometry, computed with wB97M-V/def2-TZVPD.

Geometry (Å):
O: -0.39833 -1.40797 0.37654
C: 0.75425 -1.43580 0.05654
O: 1.50396 -2.50922 0.10971
N: 1.39031 -0.48841 -0.69379
C: 0.64519 0.65828 -1.05592
N: -0.00920 1.24574 0.07473
C: -1.23517 0.99645 0.47595
O: -2.13365 0.85597 -0.43987
O: -1.61416 1.11568 1.70923
H: 1.05116 -3.25686 0.34088
H: 2.33711 -0.48318 -0.63563
H: -0.12464 0.24367 -1.76577
H: 1.17624 1.40649 -1.49009
H: 0.72212 1.59634 0.76850
H: -3.03464 0.81581 -0.12913
H: -1.03055 0.64700 2.29811

Forces on atoms 1 to 3 (eV/Å):
O -1.536 0.572 0.911
C 0.392 -1.085 -2.175
O 3.150 2.281 -0.519

Output
Charge: +1
SMILES: O=C(O)NC[NH+]=C(O)O
LUMO energy: -3.41 eV
Spin multiplicity: 1
HOMO level: -14.8249 eV
Energy relative to the best compared isomer or geometry (same formula, charge and spin): 0.000 eV

The ion C3H7N2S with charge +1 at a distorted geometry, computed with wB97M-V/def2-TZVPD.

Geometry (Å):
N: 1.36580 0.60811 0.60817
C: 0.10972 1.01102 0.10164
C: -0.77655 -0.08683 -0.25215
N: -0.40551 -1.51076 -0.29343
C: -1.17624 -2.64338 -0.38528
S: -0.87718 -4.35733 -0.75291
H: 2.23653 0.50442 0.09804
H: 1.21738 -0.13326 1.25523
H: 0.25771 1.93679 -0.56923
H: -0.47645 1.44048 0.94526
H: -1.85424 0.15213 -0.46470
H: 0.61665 -1.59633 -0.59630
H: -2.23510 -2.47158 -0.47557

Forces on atoms 1 to 3 (eV/Å):
N 0.436 -0.274 0.541
C 1.594 0.947 -0.591
C -1.332 -4.897 -1.513

Output
Charge: +1
SMILES: NC/C=[NH+]/C=S
LUMO energy (spin up / spin down): -7.02 / -7.02 eV
Spin multiplicity: 1
HOMO level (spin up / spin down): -13.3695 / -13.3700 eV
Energy relative to the best compared isomer or geometry (same formula, charge and spin): 4.095 eV

An isolated molecule of C3H7N3 at a distorted geometry, computed with wB97M-V/def2-TZVPD.

Geometry (Å):
C: 2.14630 1.06170 -0.83838
C: -1.24735 -1.13387 -0.33223
C: -0.35512 -0.75361 0.86134
N: 1.29495 1.91804 -0.57858
N: 0.23575 1.41342 -0.06635
N: 0.66158 0.33325 0.57851
H: 3.19371 1.21449 -0.74286
H: -1.98805 -0.33843 -0.43902
H: -1.67805 -2.14049 -0.09754
H: -0.76947 -1.40798 -1.31291
H: 0.14811 -1.58285 1.15464
H: -0.98769 -0.44992 1.84901
H: -0.65468 1.86626 -0.03565

Forces on atoms 1 to 3 (eV/Å):
C 0.430 -2.336 -0.215
C -0.135 -1.152 0.143
C -1.823 3.874 -0.053

Output
LUMO energy (spin up / spin down): 0.44 / 0.49 eV
Spin multiplicity: 1
HOMO level (spin up / spin down): -7.7150 / -7.7109 eV
Energy relative to the best compared isomer or geometry (same formula, charge and spin): 6.384 eV

An isolated molecule of C3H7N3 at a distorted geometry, computed with wB97M-V/def2-TZVPD.

Geometry (Å):
C: 2.87620 -0.40157 0.16382
C: 1.51695 -0.31250 -0.12423
N: 0.66663 0.78144 -0.11420
C: -0.72154 0.68450 -0.02913
N: -1.32521 -0.46210 -0.19530
N: -2.71009 -0.34110 0.07081
H: 3.58527 0.49397 0.42797
H: 3.36536 -1.35966 0.20687
H: 0.96041 -1.26253 -0.38660
H: 1.03493 1.70887 0.06798
H: -1.27992 1.59585 0.14511
H: -3.07984 -1.23008 0.47238
H: -3.03521 0.38332 0.67442

Forces on atoms 1 to 3 (eV/Å):
C -1.401 2.391 0.029
C 1.910 -1.849 0.360
N 0.020 0.914 0.011

Output
SMILES: C=CN/C=N/N
LUMO energy: 0.97 eV
Spin multiplicity: 1
HOMO level: -7.6494 eV
Energy relative to the best compared isomer or geometry (same formula, charge and spin): 2.141 eV

An isolated molecule of C3H7N3 at a distorted geometry, computed with wB97M-V/def2-TZVPD.

Geometry (Å):
C: -2.56079 -0.30378 0.17637
N: -1.59486 0.18711 -0.62075
N: -0.86219 1.19175 -0.00279
C: 0.34129 0.75305 0.37777
C: 1.01520 -0.63202 0.12493
N: 2.38458 0.08763 -0.13114
H: -3.42869 -0.71257 -0.55274
H: -2.72665 -0.34103 1.22363
H: 0.97436 1.74540 0.51808
H: 0.78327 -1.40110 0.79970
H: 0.26773 -1.15089 -0.72522
H: 2.16587 1.10141 -0.86553
H: 3.24089 -0.52496 -0.32231

Forces on atoms 1 to 3 (eV/Å):
C -0.081 -0.390 -6.728
N -4.105 0.000 3.746
N 3.968 -3.049 0.562

Output
SMILES: C=N/N=C\CN
LUMO energy: 0.72 eV
Spin multiplicity: 1
HOMO level: -9.2884 eV
Energy relative to the best compared isomer or geometry (same formula, charge and spin): 5.868 eV

An isolated molecule of C3H7N3 at a distorted geometry, computed with wB97M-V/def2-TZVPD.

Geometry (Å):
C: 1.07273 -1.72969 1.78590
N: 1.15359 -0.85520 0.83723
N: 0.39753 -1.28048 -0.20860
C: -0.35962 -0.50619 -0.82312
C: -0.53552 0.95962 -0.35556
N: -0.98514 1.71703 -1.57249
H: 1.52448 -1.28428 2.73697
H: 0.46208 -2.68012 2.02520
H: -0.88880 -0.87666 -1.67003
H: -1.27405 0.79596 0.43709
H: 0.30448 1.41792 0.14561
H: -0.17306 1.50738 -2.17852
H: -0.69870 2.81470 -1.15968

Forces on atoms 1 to 3 (eV/Å):
C 0.406 1.786 3.105
N -0.982 -1.821 1.034
N 0.532 -2.262 -1.364

Output
SMILES: C=N/N=C\CN
LUMO energy: 0.82 eV
Spin multiplicity: 1
HOMO level: -9.1143 eV
Energy relative to the best compared isomer or geometry (same formula, charge and spin): 3.352 eV

A cluster of 2 separate species, C3H7N3 in total at a distorted geometry, computed with wB97M-V/def2-TZVPD.

Geometry (Å):
C: -1.25837 1.45217 0.68537
C: -0.82264 0.05142 0.77071
C: 0.25706 -0.17352 -0.24297
N: -1.61462 2.52853 0.54133
N: 1.44695 0.01435 0.27789
N: 0.00818 -1.28574 -1.04836
H: -0.26835 0.00564 1.75670
H: -1.61648 -0.73083 0.54000
H: -0.25448 1.23396 -1.20079
H: 1.69864 0.15545 1.27531
H: 2.25962 -0.23160 -0.21549
H: -0.70295 -1.33508 -1.75858
H: 0.86743 -1.68474 -1.38113

Forces on atoms 1 to 3 (eV/Å):
C -0.572 -1.015 -0.059
C -0.218 0.315 1.008
C -4.277 2.970 -3.017

Output
LUMO energy: 0.73 eV
Spin multiplicity: 1
HOMO level: -7.7271 eV
Energy relative to the best compared isomer or geometry (same formula, charge and spin): 3.428 eV

A structure of composition C3H7N3 at a distorted geometry, computed with wB97M-V/def2-TZVPD.

Geometry (Å):
C: -0.56478 0.21643 0.97664
C: 0.21606 -0.05574 -0.48120
N: -0.69412 -0.63723 1.89657
N: 0.25743 -1.39798 -0.84605
C: 1.14665 0.80992 -0.94783
N: -1.32524 1.26395 0.67113
H: -0.00025 -1.37432 1.92813
H: -0.87737 1.05793 -0.50924
H: -0.05119 -2.07449 -0.16577
H: 1.09197 -1.73532 -1.30129
H: -2.02677 1.51803 1.35897
H: 0.95600 1.86893 -0.87446
H: 1.87159 0.53990 -1.70560

Forces on atoms 1 to 3 (eV/Å):
C -0.138 -1.984 -2.434
C 2.301 -1.697 2.585
N 0.428 0.278 0.588

Output
LUMO energy: 0.46 eV
Spin multiplicity: 1
HOMO level: -8.9614 eV
Energy relative to the best compared isomer or geometry (same formula, charge and spin): 3.422 eV

A cluster of 2 separate species, C3H7N3 in total at a distorted geometry, computed with wB97M-V/def2-TZVPD.

Geometry (Å):
C: 3.28186 -1.05941 0.68910
C: 2.22701 0.92617 -0.52873
C: -2.08672 -0.99697 0.46599
N: 2.71736 -0.19054 0.18026
N: 0.96736 1.04594 -0.63602
N: -1.24416 -0.16578 -0.05572
H: 3.56832 -1.97249 1.16740
H: 3.05520 1.60306 -1.00757
H: -1.87072 -1.77154 1.18618
H: -3.19503 -1.07133 0.11426
H: 0.69570 1.95786 -1.01202
H: -0.17672 -0.22299 0.11989
H: -1.63098 0.51522 -0.71161

Forces on atoms 1 to 3 (eV/Å):
C -1.963 1.858 -1.191
C -0.177 2.333 -1.771
C -1.911 0.113 -1.506

Output
Charge: +2
LUMO energy: -9.87 eV
Spin multiplicity: 1
HOMO level: -20.6599 eV
Energy relative to the best compared isomer or geometry (same formula, charge and spin): 2.246 eV